#P
This record from OMol25 describes a cluster of 11 separate species, C33H88O11 in total. The level of theory is ωB97M-V/def2-TZVPD.

Each atom is followed by the atoms it is bonded to, with distances in Å.
Atoms and positions in Å:
1 C 18.8766 14.8770 15.7010  C2 1.540, H5 1.119, H6 1.082, H7 1.061
2 C 17.4826 14.9432 16.3512  C1 1.540, C3 1.511, O4 1.388, H8 1.086
3 C 17.5624 15.8817 17.5330  C2 1.511, H9 1.093, H10 1.099, H11 1.142
4 O 16.5351 15.2992 15.4015  C2 1.388, H12 0.981
5 H 18.9121 14.1150 14.8822  C1 1.119
6 H 19.7571 14.5879 16.2599  C1 1.082
7 H 19.0051 15.8352 15.2636  C1 1.061
8 H 17.2418 13.9292 16.6573  C2 1.086
9 H 17.6082 16.9435 17.2764  C3 1.093
10 H 18.4447 15.6467 18.1444  C3 1.099
11 H 16.6115 15.7686 18.1552  C3 1.142
12 H 15.7216 14.8575 15.7250  O4 0.981
13 C 10.0174 9.9656 13.8341  C14 1.556, H17 1.122, H18 1.103, H19 1.113
14 C 9.3334 11.1929 13.1661  C13 1.556, C15 1.548, O16 1.410, H20 1.102
15 C 7.8373 10.8721 12.9294  C14 1.548, H21 1.103, H22 1.062, H23 1.107
16 O 9.5391 12.2509 14.0747  C14 1.410, H24 0.945
17 H 9.5471 9.8293 14.8432  C13 1.122
18 H 11.0658 10.2306 14.0518  C13 1.103
19 H 9.9255 9.0149 13.2633  C13 1.113
20 H 9.8418 11.4813 12.2314  C14 1.102
21 H 7.3288 10.6674 13.8865  C15 1.103
22 H 7.8552 10.0749 12.2275  C15 1.062
23 H 7.3192 11.7438 12.4862  C15 1.107
24 H 8.9720 12.9839 13.8886  O16 0.945
25 C 15.7969 17.1850 12.0827  C26 1.555, H29 1.123, H30 1.086, H31 1.110
26 C 14.3594 17.7768 12.1282  C25 1.555, C27 1.470, O28 1.441, H32 1.126
27 C 14.0519 18.7420 11.0625  C26 1.470, H33 1.098, H34 1.115, H35 1.144
28 O 13.3784 16.7249 12.0496  C26 1.441, H36 0.977
29 H 15.8409 16.7172 11.0626  C25 1.123
30 H 15.9698 16.4321 12.8457  C25 1.086
31 H 16.6197 17.9296 12.0762  C25 1.110
32 H 14.2667 18.2608 13.1412  C26 1.126
33 H 13.0625 19.2079 11.1576  C27 1.098
34 H 14.0236 18.2417 10.0668  C27 1.115
35 H 14.7673 19.6344 11.0877  C27 1.144
36 H 13.2315 16.4917 11.1119  O28 0.977
37 C 9.0867 15.0781 9.1463  C38 1.512, H41 1.079, H42 1.081, H43 1.061
38 C 7.8021 14.4620 9.6536  C37 1.512, C39 1.617, O40 1.404, H44 1.075
39 C 8.0403 12.8805 9.8948  C38 1.617, H45 1.068, H46 1.090, H47 1.075
40 O 7.5179 15.1020 10.8708  C38 1.404, H48 0.966
41 H 9.4195 14.6366 8.2199  C37 1.079
42 H 9.8298 14.8861 9.9077  C37 1.081
43 H 9.1081 16.1260 8.9839  C37 1.061
44 H 6.9686 14.5978 8.9889  C38 1.075
45 H 8.4266 12.8657 10.8904  C39 1.068
46 H 8.8032 12.4285 9.2612  C39 1.090
47 H 7.1340 12.3056 9.8399  C39 1.075
48 H 6.5945 15.3843 10.8370  O40 0.966
49 C 8.8164 16.9208 13.5546  C50 1.489, H53 1.100, H54 1.127, H55 1.054
50 C 8.7441 15.7453 14.4656  C49 1.489, C51 1.552, O52 1.433, H56 1.107
51 C 8.1298 16.2424 15.8011  C50 1.552, H57 1.102, H58 1.091, H59 1.084
52 O 7.9681 14.6566 13.9489  C50 1.433, H60 1.009
53 H 9.1421 16.6960 12.5278  C49 1.100
54 H 9.5760 17.6180 14.0094  C49 1.127
55 H 7.8142 17.2410 13.4953  C49 1.054
56 H 9.7674 15.3623 14.6431  C50 1.107
57 H 7.0884 16.5410 15.5973  C51 1.102
58 H 8.6459 17.1259 16.1791  C51 1.091
59 H 8.1990 15.5100 16.5974  C51 1.084
60 H 8.0449 14.7281 12.9458  O52 1.009
61 C 12.8426 15.1168 17.4518  C62 1.534, H65 1.114, H66 1.074, H67 1.077
62 C 13.3918 13.7416 17.0517  C61 1.534, C63 1.524, O64 1.423, H68 1.100
63 C 12.2625 12.7776 16.7065  C62 1.524, H69 1.118, H70 1.114, H71 1.144
64 O 14.2700 13.8297 15.9357  C62 1.423, H72 0.980
65 H 12.2002 15.0520 18.3599  C61 1.114
66 H 12.3443 15.6387 16.6563  C61 1.074
67 H 13.6501 15.7206 17.8316  C61 1.077
68 H 13.9348 13.2243 17.8566  C62 1.100
69 H 11.6920 12.5163 17.6314  C63 1.118
70 H 12.6937 11.8260 16.3203  C63 1.114
71 H 11.5353 13.2225 15.9438  C63 1.144
72 H 13.7271 14.0519 15.1510  O64 0.980
73 C 14.2262 12.2694 7.9369  C74 1.534, H77 1.083, H78 1.075, H79 1.059
74 C 15.4781 12.5062 8.7920  C73 1.534, C75 1.584, O76 1.423, H80 1.076
75 C 16.7768 11.7639 8.2700  C74 1.584, H81 1.125, H82 1.095, H83 1.088
76 O 15.7783 13.8969 8.8220  C74 1.423, H84 0.949
77 H 13.5224 13.0684 8.1345  C73 1.083
78 H 13.7377 11.3696 8.2638  C73 1.075
79 H 14.3678 12.3329 6.8898  C73 1.059
80 H 15.2795 12.2015 9.8052  C74 1.076
81 H 17.6643 11.9131 8.9447  C75 1.125
82 H 17.0656 12.1560 7.2896  C75 1.095
83 H 16.5981 10.7111 8.0593  C75 1.088
84 H 16.6098 14.0205 9.2621  O76 0.949
85 C 17.3613 11.6329 11.9064  C86 1.478, H89 1.064, H90 1.117, H91 1.118
86 C 18.0507 12.9286 12.0803  C85 1.478, C87 1.563, O88 1.438, H92 1.129
87 C 19.5113 12.6986 12.5882  C86 1.563, H93 1.101, H94 1.096, H95 1.069
88 O 18.0638 13.5876 10.8018  C86 1.438, H96 0.925
89 H 17.9073 10.9840 11.2630  C85 1.064
90 H 16.3856 11.7793 11.3833  C85 1.117
91 H 17.2763 11.1411 12.9072  C85 1.118
92 H 17.4964 13.5516 12.8406  C86 1.129
93 H 19.8929 11.7165 12.2705  C87 1.101
94 H 19.6790 12.6655 13.6706  C87 1.096
95 H 20.2289 13.3659 12.1610  C87 1.069
96 H 18.5627 14.3424 10.9932  O88 0.925
97 C 11.8024 13.3333 11.7749  C98 1.489, H101 1.086, H102 1.114, H103 1.092
98 C 12.7016 13.1867 12.9528  C97 1.489, C99 1.508, O100 1.441, H104 1.096
99 C 14.0770 12.8369 12.4430  C98 1.508, H105 1.077, H106 1.102, H107 1.098
100 O 12.7439 14.3768 13.7637  C98 1.441, H108 0.979
101 H 10.8020 13.6352 12.0716  C97 1.086
102 H 11.6379 12.3456 11.2873  C97 1.114
103 H 12.0600 14.0762 11.0171  C97 1.092
104 H 12.3037 12.4377 13.6471  C98 1.096
105 H 14.0107 12.0040 11.7630  C99 1.077
106 H 14.7288 12.5168 13.2722  C99 1.102
107 H 14.5813 13.6690 11.9339  C99 1.098
108 H 12.9061 15.1654 13.2064  O100 0.979
109 C 16.1681 8.9861 15.8324  C110 1.533, H113 1.026, H114 1.089, H115 1.109
110 C 15.5790 10.3160 16.3157  C109 1.533, C111 1.538, O112 1.434, H116 1.079
111 C 15.5033 10.2175 17.8490  C110 1.538, H117 1.103, H118 1.123, H119 1.081
112 O 16.3937 11.4152 15.8871  C110 1.434, H120 0.968
113 H 16.4296 9.0913 14.8461  C109 1.026
114 H 15.2738 8.3661 15.8831  C109 1.089
115 H 16.9652 8.6294 16.5159  C109 1.109
116 H 14.5756 10.4221 15.9329  C110 1.079
117 H 15.2097 11.2123 18.2232  C111 1.103
118 H 16.5451 9.9701 18.1872  C111 1.123
119 H 14.8451 9.4836 18.2928  C111 1.081
120 H 15.8033 12.1823 15.8834  O112 0.968
121 C 14.2163 8.6539 11.2231  C122 1.511, H125 1.076, H126 1.096, H127 1.099
122 C 13.3916 8.0661 12.3448  C121 1.511, C123 1.543, O124 1.457, H128 1.061
123 C 14.1184 6.8242 12.9009  C122 1.543, H129 1.131, H130 1.109, H131 1.105
124 O 13.4511 9.0495 13.4184  C122 1.457, H132 0.955
125 H 13.8433 9.5398 10.7397  C121 1.076
126 H 14.3549 7.9898 10.3624  C121 1.096
127 H 15.1897 9.0133 11.5858  C121 1.099
128 H 12.3638 7.9325 12.1172  C122 1.061
129 H 13.5539 6.2289 13.6794  C123 1.131
130 H 15.0079 7.3377 13.3185  C123 1.109
131 H 14.4765 6.1372 12.1128  C123 1.105
132 H 12.7167 8.7940 13.9727  O124 0.955

The value obtained for the HOMO-LUMO gap is 9.9 eV. Its SMILES is CC(C)O.CC(C)O.CC(C)O.CC(C)O.CC(C)O.CC(C)O.CC(C)O.CC(C)O.CC(C)O.CC(C)O.CC(C)O. The calculation puts the lowest unoccupied orbital energy at 0.0158 Ha.

#Q
This record from OMol25 describes a cluster of 11 separate species, C33H88O11 in total. The level of theory is ωB97M-V/def2-TZVPD.

Each atom is followed by the atoms it is bonded to, with distances in Å.
Atoms and positions in Å:
1 C 3.9744 -3.2083 -4.1184  C2 1.517, H5 1.092, H6 1.087, H7 1.092
2 C 2.5822 -3.7685 -3.8934  C1 1.517, C3 1.528, O4 1.438, H8 1.101
3 C 1.7838 -3.0821 -2.7864  C2 1.528, H9 1.095, H10 1.091, H11 1.091
4 O 1.8211 -3.7023 -5.1116  C2 1.438, H12 0.957
5 H 4.4134 -3.7909 -4.9312  C1 1.092
6 H 4.6434 -3.2464 -3.2629  C1 1.087
7 H 3.9135 -2.1803 -4.4825  C1 1.092
8 H 2.5699 -4.8550 -3.7176  C2 1.101
9 H 1.7735 -2.0092 -3.0023  C3 1.095
10 H 2.2142 -3.2038 -1.7909  C3 1.091
11 H 0.7427 -3.4089 -2.7845  C3 1.091
12 H 0.9050 -3.9202 -4.9416  O4 0.957
13 C 1.2069 5.5031 -1.6106  C14 1.531, H17 1.086, H18 1.096, H19 1.085
14 C 2.4782 6.2412 -1.1826  C13 1.531, C15 1.521, O16 1.446, H20 1.094
15 C 3.7818 5.5427 -1.5377  C14 1.521, H21 1.093, H22 1.088, H23 1.094
16 O 2.4588 7.5713 -1.7491  C14 1.446, H24 0.964
17 H 0.3286 5.8804 -1.0954  C13 1.086
18 H 1.3678 4.5420 -1.1087  C13 1.096
19 H 1.1746 5.3700 -2.6874  C13 1.085
20 H 2.4959 6.3994 -0.1006  C14 1.094
21 H 3.9681 5.6618 -2.6081  C15 1.093
22 H 3.8232 4.4953 -1.2469  C15 1.088
23 H 4.6353 6.0063 -1.0343  C15 1.094
24 H 3.2151 8.0197 -1.3534  O16 0.964
25 C 4.6913 -1.4130 1.2758  C26 1.517, H29 1.096, H30 1.094, H31 1.096
26 C 4.1372 -2.8236 1.2087  C25 1.517, C27 1.508, O28 1.427, H32 1.103
27 C 4.6146 -3.7023 2.3379  C26 1.508, H33 1.088, H34 1.092, H35 1.097
28 O 2.7116 -2.7794 1.1703  C26 1.427, H36 0.966
29 H 4.4175 -0.7629 0.4369  C25 1.096
30 H 5.7813 -1.3448 1.3417  C25 1.094
31 H 4.3166 -0.8395 2.1313  C25 1.096
32 H 4.3894 -3.2912 0.2423  C26 1.103
33 H 5.6939 -3.8352 2.3497  C27 1.088
34 H 4.0629 -4.6452 2.3345  C27 1.092
35 H 4.3516 -3.2957 3.3221  C27 1.097
36 H 2.4682 -2.0161 0.6315  O28 0.966
37 C 2.0885 3.3632 1.4760  C38 1.540, H41 1.080, H42 1.094, H43 1.106
38 C 1.2178 4.2222 2.4111  C37 1.540, C39 1.525, O40 1.442, H44 1.098
39 C 1.7167 4.3294 3.8486  C38 1.525, H45 1.090, H46 1.087, H47 1.096
40 O 1.0064 5.4904 1.7586  C38 1.442, H48 0.959
41 H 2.3946 3.7416 0.5115  C37 1.080
42 H 1.8535 2.2955 1.5162  C37 1.094
43 H 3.0512 3.2191 2.0003  C37 1.106
44 H 0.2330 3.7440 2.4910  C38 1.098
45 H 2.7961 4.4728 3.8985  C39 1.090
46 H 1.3639 3.5501 4.5193  C39 1.087
47 H 1.2795 5.2604 4.2264  C39 1.096
48 H 0.0563 5.5577 1.6453  O40 0.959
49 C -2.0212 0.5978 5.6087  C50 1.510, H53 1.091, H54 1.090, H55 1.096
50 C -2.0408 1.4257 4.3459  C49 1.510, C51 1.543, O52 1.418, H56 1.099
51 C -2.1620 0.5689 3.0680  C50 1.543, H57 1.087, H58 1.090, H59 1.095
52 O -3.0289 2.4422 4.3895  C50 1.418, H60 0.957
53 H -1.9963 1.2859 6.4557  C49 1.091
54 H -1.2677 -0.1887 5.6495  C49 1.090
55 H -2.9336 0.0052 5.7392  C49 1.096
56 H -1.0742 1.9138 4.1568  C50 1.099
57 H -1.7171 -0.4116 3.2168  C51 1.087
58 H -1.7723 1.1847 2.2570  C51 1.090
59 H -3.2154 0.4528 2.7933  C51 1.095
60 H -2.6263 3.2910 4.2072  O52 0.957
61 C -4.9897 -1.7320 4.1352  C62 1.547, H65 1.089, H66 1.091, H67 1.096
62 C -4.9052 -3.0049 3.2603  C61 1.547, C63 1.513, O64 1.439, H68 1.091
63 C -3.9802 -2.7483 2.0907  C62 1.513, H69 1.091, H70 1.093, H71 1.093
64 O -4.1803 -4.0014 4.0042  C62 1.439, H72 0.961
65 H -5.1168 -0.8387 3.5249  C61 1.089
66 H -4.1425 -1.5821 4.8053  C61 1.091
67 H -5.8196 -1.7937 4.8477  C61 1.096
68 H -5.8961 -3.3683 2.9834  C62 1.091
69 H -2.9702 -2.5529 2.4528  C63 1.091
70 H -4.3486 -1.9187 1.4815  C63 1.093
71 H -3.8423 -3.6144 1.4386  C63 1.093
72 H -4.3014 -3.9024 4.9526  O64 0.961
73 C -2.0360 -0.2667 -4.7704  C74 1.533, H77 1.087, H78 1.091, H79 1.096
74 C -2.2156 0.0484 -6.2602  C73 1.533, C75 1.531, O76 1.429, H80 1.093
75 C -3.4567 -0.7070 -6.7422  C74 1.531, H81 1.097, H82 1.087, H83 1.096
76 O -2.4509 1.4562 -6.3320  C74 1.429, H84 0.961
77 H -2.9680 -0.4446 -4.2408  C73 1.087
78 H -1.4650 0.5342 -4.2993  C73 1.091
79 H -1.4232 -1.1683 -4.6626  C73 1.096
80 H -1.4177 -0.2791 -6.9311  C74 1.093
81 H -3.7799 -0.4410 -7.7558  C75 1.097
82 H -4.2856 -0.6130 -6.0451  C75 1.087
83 H -3.1718 -1.7524 -6.9048  C75 1.096
84 H -3.1535 1.6276 -6.9650  O76 0.961
85 C 0.1640 -3.5944 3.4773  C86 1.522, H89 1.093, H90 1.092, H91 1.091
86 C -0.2826 -4.9328 2.9063  C85 1.522, C87 1.530, O88 1.439, H92 1.096
87 C 0.5988 -6.0873 3.3882  C86 1.530, H93 1.091, H94 1.096, H95 1.087
88 O -1.6156 -5.2316 3.3570  C86 1.439, H96 0.963
89 H -0.5514 -2.8217 3.1857  C85 1.093
90 H 1.1316 -3.3454 3.0361  C85 1.092
91 H 0.2554 -3.6481 4.5629  C85 1.091
92 H -0.2914 -4.8799 1.8120  C86 1.096
93 H 0.4595 -6.1517 4.4681  C87 1.091
94 H 1.6393 -5.7934 3.2109  C87 1.096
95 H 0.4757 -7.0621 2.9241  C87 1.087
96 H -2.0740 -4.3931 3.4800  O88 0.963
97 C -0.7773 -1.4280 -0.2580  C98 1.536, H101 1.092, H102 1.089, H103 1.094
98 C -0.0403 -0.2443 -0.9020  C97 1.536, C99 1.517, O100 1.453, H104 1.094
99 C -0.3400 1.0966 -0.2588  C98 1.517, H105 1.088, H106 1.094, H107 1.095
100 O 1.3525 -0.5463 -0.6190  C98 1.453, H108 0.977
101 H -1.0262 -1.2730 0.7937  C97 1.092
102 H -0.1853 -2.3408 -0.2960  C97 1.089
103 H -1.7033 -1.5688 -0.8240  C97 1.094
104 H -0.2542 -0.2698 -1.9742  C98 1.094
105 H 0.0772 1.2323 0.7365  C99 1.088
106 H -1.4257 1.2207 -0.2197  C99 1.094
107 H 0.1136 1.9012 -0.8472  C99 1.095
108 H 1.8036 0.2576 -0.9439  O100 0.977
109 C -7.3254 0.6636 -0.5207  C110 1.509, H113 1.094, H114 1.088, H115 1.090
110 C -6.2269 1.6675 -0.7736  C109 1.509, C111 1.534, O112 1.463, H116 1.094
111 C -4.8057 1.0889 -0.7758  C110 1.534, H117 1.096, H118 1.091, H119 1.091
112 O -6.4698 2.0414 -2.1668  C110 1.463, H120 0.959
113 H -7.3385 0.4126 0.5445  C109 1.094
114 H -7.2155 -0.2393 -1.1173  C109 1.088
115 H -8.2813 1.1128 -0.7885  C109 1.090
116 H -6.2311 2.5769 -0.1659  C110 1.094
117 H -4.5961 0.5752 0.1698  C111 1.096
118 H -4.0644 1.8684 -0.9575  C111 1.091
119 H -4.7035 0.3301 -1.5536  C111 1.091
120 H -5.6491 2.2789 -2.6029  O112 0.959
121 C 4.8063 2.4942 -2.9005  C122 1.542, H125 1.090, H126 1.094, H127 1.089
122 C 4.0773 1.1509 -2.6972  C121 1.542, C123 1.520, O124 1.434, H128 1.093
123 C 5.1316 0.1610 -2.2290  C122 1.520, H129 1.092, H130 1.091, H131 1.090
124 O 3.0782 1.4425 -1.7111  C122 1.434, H132 0.965
125 H 5.0451 2.8983 -1.9170  C121 1.090
126 H 4.1105 3.1792 -3.3933  C121 1.094
127 H 5.7567 2.4581 -3.4321  C121 1.089
128 H 3.6197 0.8810 -3.6520  C122 1.093
129 H 5.8788 0.1619 -3.0260  C123 1.092
130 H 4.7697 -0.8632 -2.1260  C123 1.091
131 H 5.6903 0.4392 -1.3358  C123 1.090
132 H 2.6467 2.2651 -1.9708  O124 0.965

The value obtained for the HOMO-LUMO gap is 9.6 eV. Its SMILES is CC(C)O.CC(C)O.CC(C)O.CC(C)O.CC(C)O.CC(C)O.CC(C)O.CC(C)O.CC(C)O.CC(C)O.CC(C)O. The calculation puts the lowest unoccupied orbital energy at 0.0046 Ha.

#R
This record from OMol25 describes a cluster of 11 separate species, C33H88O11 in total. The level of theory is ωB97M-V/def2-TZVPD.

Each atom is followed by the atoms it is bonded to, with distances in Å.
Atoms and positions in Å:
1 C 5.7887 -5.6211 0.8778  C2 1.543, H5 1.088, H6 1.096, H7 1.088
2 C 5.4207 -4.1383 0.6635  C1 1.543, C3 1.532, O4 1.438, H8 1.091
3 C 3.9030 -3.9704 0.5365  C2 1.532, H9 1.098, H10 1.087, H11 1.089
4 O 5.9768 -3.4425 1.7931  C2 1.438, H12 0.965
5 H 6.8730 -5.7036 0.8431  C1 1.088
6 H 5.3981 -6.2250 0.0510  C1 1.096
7 H 5.3908 -5.9900 1.8207  C1 1.088
8 H 5.9183 -3.7864 -0.2414  C2 1.091
9 H 3.4768 -4.0116 1.5476  C3 1.098
10 H 3.4952 -4.8176 -0.0095  C3 1.087
11 H 3.5899 -2.9943 0.1675  C3 1.089
12 H 5.2468 -3.3287 2.4135  O4 0.965
13 C -1.3989 -3.5023 3.9904  C14 1.524, H17 1.092, H18 1.092, H19 1.093
14 C 0.1239 -3.5198 4.0451  C13 1.524, C15 1.507, O16 1.445, H20 1.094
15 C 0.7073 -3.0100 2.7528  C14 1.507, H21 1.095, H22 1.093, H23 1.090
16 O 0.5253 -2.6004 5.0849  C14 1.445, H24 0.961
17 H -1.8626 -3.6598 4.9667  C13 1.092
18 H -1.7614 -4.2537 3.2859  C13 1.092
19 H -1.7290 -2.5118 3.6663  C13 1.093
20 H 0.4130 -4.5352 4.3330  C14 1.094
21 H 0.5241 -3.6750 1.9018  C15 1.095
22 H 1.7982 -2.9546 2.7849  C15 1.093
23 H 0.3573 -2.0423 2.3938  C15 1.090
24 H 0.0588 -2.8088 5.8988  O16 0.961
25 C -2.0551 1.0504 5.3929  C26 1.528, H29 1.092, H30 1.092, H31 1.087
26 C -1.1365 2.2462 5.1488  C25 1.528, C27 1.526, O28 1.431, H32 1.098
27 C -0.8073 2.4870 3.6784  C26 1.526, H33 1.092, H34 1.092, H35 1.096
28 O -1.8150 3.4011 5.6513  C26 1.431, H36 0.962
29 H -2.0772 0.8362 6.4630  C25 1.092
30 H -1.6081 0.1589 4.9478  C25 1.092
31 H -3.0590 1.2835 5.0480  C25 1.087
32 H -0.1677 2.0884 5.6398  C26 1.098
33 H -0.1390 3.3378 3.5317  C27 1.092
34 H -1.7132 2.5595 3.0729  C27 1.092
35 H -0.2182 1.6613 3.2633  C27 1.096
36 H -1.4310 4.1659 5.2108  O28 0.962
37 C 2.6918 1.4037 5.2607  C38 1.520, H41 1.087, H42 1.089, H43 1.101
38 C 2.1412 0.3714 4.2896  C37 1.520, C39 1.525, O40 1.447, H44 1.096
39 C 2.5270 0.5610 2.8265  C38 1.525, H45 1.095, H46 1.085, H47 1.092
40 O 2.6943 -0.8883 4.7371  C38 1.447, H48 0.982
41 H 3.7746 1.5017 5.2672  C37 1.087
42 H 2.3410 1.2195 6.2747  C37 1.089
43 H 2.2384 2.3599 4.9572  C37 1.101
44 H 1.0574 0.2852 4.4316  C38 1.096
45 H 2.3158 1.5793 2.4835  C39 1.095
46 H 2.0471 -0.1810 2.1961  C39 1.085
47 H 3.6123 0.4710 2.7444  C39 1.092
48 H 1.9675 -1.5491 4.7255  O40 0.982
49 C -3.5967 3.8401 -0.6678  C50 1.522, H53 1.092, H54 1.088, H55 1.095
50 C -3.7085 2.3229 -0.7163  C49 1.522, C51 1.537, O52 1.430, H56 1.089
51 C -5.1784 1.9132 -0.9018  C50 1.537, H57 1.090, H58 1.089, H59 1.093
52 O -2.9432 1.8373 -1.8225  C50 1.430, H60 0.963
53 H -4.1126 4.3284 -1.4976  C49 1.092
54 H -2.5549 4.1545 -0.6476  C49 1.088
55 H -4.1141 4.2000 0.2271  C49 1.095
56 H -3.3231 1.8685 0.1956  C50 1.089
57 H -5.2127 0.8339 -1.0489  C51 1.090
58 H -5.6689 2.4681 -1.7004  C51 1.089
59 H -5.7094 2.1385 0.0264  C51 1.093
60 H -3.3671 2.0816 -2.6518  O52 0.963
61 C -3.8598 -2.3753 -1.6015  C62 1.534, H65 1.089, H66 1.090, H67 1.095
62 C -3.1027 -2.6289 -2.9117  C61 1.534, C63 1.521, O64 1.422, H68 1.091
63 C -3.4165 -1.5786 -3.9665  C62 1.521, H69 1.092, H70 1.092, H71 1.093
64 O -1.7046 -2.5693 -2.6574  C62 1.422, H72 0.975
65 H -3.7851 -1.3422 -1.2641  C61 1.089
66 H -3.5065 -3.0574 -0.8285  C61 1.090
67 H -4.9076 -2.6305 -1.7927  C61 1.095
68 H -3.3188 -3.6384 -3.2657  C62 1.091
69 H -2.8116 -1.7758 -4.8539  C63 1.092
70 H -3.1578 -0.5748 -3.6218  C63 1.092
71 H -4.4604 -1.5514 -4.2900  C63 1.093
72 H -1.5138 -1.7242 -2.2112  O64 0.975
73 C 0.0379 1.2316 0.1148  C74 1.530, H77 1.090, H78 1.090, H79 1.094
74 C 0.2628 0.2911 -1.0706  C73 1.530, C75 1.520, O76 1.433, H80 1.096
75 C 1.0727 -0.9374 -0.6881  C74 1.520, H81 1.091, H82 1.090, H83 1.093
76 O -1.0384 -0.1201 -1.5078  C74 1.433, H84 0.979
77 H 1.0040 1.5848 0.4763  C73 1.090
78 H -0.5635 0.7448 0.8818  C73 1.090
79 H -0.5334 2.0835 -0.2651  C73 1.094
80 H 0.7401 0.8202 -1.9029  C74 1.096
81 H 0.4685 -1.5588 -0.0252  C75 1.091
82 H 2.0228 -0.6768 -0.2217  C75 1.090
83 H 1.3230 -1.5141 -1.5823  C75 1.093
84 H -1.5056 0.7222 -1.6810  O76 0.979
85 C 0.9011 -6.7385 -2.1072  C86 1.515, H89 1.090, H90 1.093, H91 1.094
86 C 0.1004 -5.4721 -1.8856  C85 1.515, C87 1.520, O88 1.414, H92 1.100
87 C 0.3271 -4.8719 -0.5075  C86 1.520, H93 1.098, H94 1.092, H95 1.092
88 O 0.4053 -4.5733 -2.9340  C86 1.414, H96 0.969
89 H 0.6124 -7.2912 -3.0014  C85 1.090
90 H 0.8568 -7.4330 -1.2648  C85 1.093
91 H 1.9697 -6.5290 -2.2157  C85 1.094
92 H -0.9765 -5.6883 -1.9440  C86 1.100
93 H 1.3490 -4.4926 -0.3771  C87 1.098
94 H 0.2378 -5.6217 0.2814  C87 1.092
95 H -0.3254 -4.0103 -0.3520  C87 1.092
96 H -0.1969 -3.8174 -2.8680  O88 0.969
97 C -0.2084 0.3205 -5.0013  C98 1.513, H101 1.094, H102 1.093, H103 1.094
98 C 0.9300 -0.6624 -5.1633  C97 1.513, C99 1.534, O100 1.422, H104 1.093
99 C 0.4475 -2.0278 -5.6685  C98 1.534, H105 1.095, H106 1.094, H107 1.089
100 O 1.8677 -0.1556 -6.1040  C98 1.422, H108 0.963
101 H -0.8996 0.2516 -5.8469  C97 1.094
102 H 0.1823 1.3330 -4.8743  C97 1.093
103 H -0.8042 0.1803 -4.0939  C97 1.094
104 H 1.3363 -0.8214 -4.1610  C98 1.093
105 H -0.2805 -1.9465 -6.4823  C99 1.095
106 H -0.0581 -2.6061 -4.8894  C99 1.094
107 H 1.2715 -2.6568 -6.0028  C99 1.089
108 H 1.3890 0.0017 -6.9245  O100 0.963
109 C 1.3991 3.5711 -2.7787  C110 1.510, H113 1.095, H114 1.090, H115 1.097
110 C 0.7608 4.7306 -3.5060  C109 1.510, C111 1.515, O112 1.424, H116 1.095
111 C -0.7273 4.7517 -3.2206  C110 1.515, H117 1.093, H118 1.090, H119 1.095
112 O 1.2992 5.9688 -3.0541  C110 1.424, H120 0.962
113 H 2.4863 3.5591 -2.9082  C109 1.095
114 H 0.9384 2.6233 -3.0564  C109 1.090
115 H 1.3231 3.6100 -1.6854  C109 1.097
116 H 0.9602 4.5954 -4.5747  C110 1.095
117 H -1.3045 5.5607 -3.6759  C111 1.093
118 H -0.9762 4.7830 -2.1599  C111 1.090
119 H -1.1843 3.8503 -3.6418  C111 1.095
120 H 2.2604 5.9511 -3.0921  O112 0.962
121 C 0.1137 4.7988 1.0323  C122 1.529, H125 1.095, H126 1.090, H127 1.089
122 C 0.1535 6.3137 0.8273  C121 1.529, C123 1.527, O124 1.453, H128 1.092
123 C -1.2117 6.8471 0.3990  C122 1.527, H129 1.091, H130 1.089, H131 1.091
124 O 0.4109 6.7931 2.1742  C122 1.453, H132 0.967
125 H -0.1234 4.3182 0.0780  C121 1.095
126 H -0.6953 4.4959 1.6973  C121 1.090
127 H 1.0427 4.4193 1.4543  C121 1.089
128 H 0.9880 6.5909 0.1792  C122 1.092
129 H -1.2697 7.9199 0.5894  C123 1.091
130 H -1.9543 6.3396 1.0125  C123 1.089
131 H -1.3761 6.6766 -0.6661  C123 1.091
132 H 0.5810 7.7415 2.0962  O124 0.967

The value obtained for the HOMO-LUMO gap is 10.0 eV. Its SMILES is CC(C)O.CC(C)O.CC(C)O.CC(C)O.CC(C)O.CC(C)O.CC(C)O.CC(C)O.CC(C)O.CC(C)O.CC(C)O. The calculation puts the lowest unoccupied orbital energy at 0.0129 Ha.

#R (0.0460 hartree below the next structure)